No. 1
This record from the Open Molecules 2025 dataset describes a molecular structure, C31H33I2N16O3PS2Ti at a distorted geometry. The level of theory is ωB97M-V with the def2-TZVPD basis set.

Output
E_HOMO: -7.71 eV
Orbital gap: 5.86 eV
Relative energy (zero: lowest compared OMol25 entry of this formula, charge and spin): 54.5 kJ/mol
Lowest unoccupied orbital energy: -1.85 eV

```
! RIJCOSX wB97M-V def2-TZVPD def2/J DEFGRID3
* xyz 0 1
Ti -2.146 1.679 0.347
I -3.918 1.840 -7.047
C -3.280 2.005 -5.089
C -2.524 3.104 -4.739
C -2.073 3.255 -3.429
I -1.008 4.941 -2.931
C -2.541 2.286 -2.557
O -2.363 2.592 -1.231
C -3.196 1.095 -2.897
C -3.395 -0.024 -1.898
N -2.378 -0.230 -0.840
C -1.143 -1.024 -1.183
C -0.704 -0.952 -2.615
C -0.854 -2.069 -3.437
C -0.393 -1.899 -4.719
C 0.191 -0.666 -5.112
C 0.334 0.313 -4.164
N -0.087 0.178 -2.917
C -3.740 1.097 -4.179
H -2.217 3.782 -5.527
H -3.428 -0.885 -2.592
H -4.364 0.079 -1.395
H -2.860 -0.758 -0.054
H -1.339 -2.077 -1.021
H -0.252 -0.714 -0.548
H -1.376 -2.930 -3.193
H -0.424 -2.724 -5.438
H 0.536 -0.426 -6.146
H 0.745 1.309 -4.395
H -4.449 0.385 -4.513
O 2.240 4.852 1.420
C 2.736 3.796 0.722
C 4.136 3.703 0.664
C 4.750 2.678 -0.034
C 3.962 1.790 -0.777
C 2.550 1.785 -0.602
C 1.912 2.788 0.135
C 0.468 2.706 0.357
O -0.202 1.673 -0.006
N -0.079 3.712 1.069
N -1.405 3.437 1.272
C -1.998 4.143 2.266
S -1.621 3.869 3.902
C -3.070 4.671 4.607
C -3.960 5.371 3.579
S -3.381 5.234 1.876
H 1.246 4.660 1.339
H 4.701 4.417 1.308
H 5.817 2.678 -0.126
H 4.541 1.076 -1.477
H 2.005 1.036 -1.248
H -2.653 5.354 5.365
H -3.620 3.903 5.199
H -4.185 6.405 3.788
H -4.958 4.868 3.528
N -3.679 0.561 3.171
C -4.471 1.212 2.296
N -5.730 1.437 2.541
N -6.101 2.294 1.586
N -5.120 2.495 0.765
N -4.045 1.779 1.192
C -2.470 -0.068 2.958
N -2.048 -1.121 3.668
N -0.859 -1.493 3.018
N -0.566 -0.619 2.117
N -1.593 0.297 1.994
H -4.200 0.336 3.998
C 4.894 -3.665 1.087
N 3.866 -3.767 2.101
C 4.106 -4.929 2.934
N 4.138 -6.136 2.179
C 5.165 -6.079 1.140
N 4.989 -4.915 0.298
C 3.859 -5.075 -0.633
P 2.216 -5.289 0.286
C 2.494 -3.780 1.520
C 2.805 -6.472 1.635
H 5.842 -3.575 1.614
H 4.790 -2.836 0.438
H 3.271 -5.032 3.630
H 5.091 -4.789 3.414
H 5.116 -6.987 0.527
H 6.164 -6.049 1.630
H 3.960 -5.954 -1.336
H 3.805 -4.241 -1.346
H 1.753 -3.895 2.313
H 2.262 -2.875 0.946
H 2.862 -7.469 1.157
H 2.149 -6.471 2.497
*
```

Results of the Löwdin charge analysis, in e, for atoms 1 through 5:
1. Ti 1.152
2. I 0.903
3. C -0.759
4. C -0.231
5. C -0.668

---

No. 2
This record from the Open Molecules 2025 dataset describes a molecular structure, C31H33N5O2Pb. The level of theory is ωB97M-V with the def2-TZVPD basis set.

Output
E_HOMO: -14.29 eV
Orbital gap: 8.24 eV
Lowest unoccupied orbital energy: -6.05 eV

```
! RIJCOSX wB97M-V def2-TZVPD def2/J DEFGRID3
* xyz 2 1
Pb -0.415 -1.018 -0.851
C -1.284 -1.296 2.444
C -2.325 -0.171 2.432
C -3.219 -0.019 1.224
C -4.581 -0.272 1.332
C -5.406 -0.040 0.244
C -4.845 0.434 -0.931
C -3.478 0.633 -0.963
N -2.675 0.418 0.083
N 0.031 -1.051 1.787
C 0.668 0.117 2.460
C 2.082 0.451 2.059
C 3.177 -0.188 2.595
C 4.466 0.129 2.182
C 4.650 1.104 1.219
C 3.551 1.770 0.738
N 2.308 1.469 1.179
C 0.866 -2.251 1.977
C 0.406 -3.491 1.248
C 0.550 -4.737 1.836
C 0.257 -5.871 1.094
C -0.183 -5.730 -0.212
C -0.323 -4.453 -0.719
N -0.032 -3.358 -0.009
H -1.710 -2.196 1.995
H -1.079 -1.536 3.497
H -1.863 0.796 2.640
H -2.971 -0.371 3.287
H -4.995 -0.631 2.265
H -6.470 -0.222 0.315
H -5.450 0.647 -1.802
H -2.996 0.980 -1.873
H 0.678 -0.066 3.543
H 0.048 0.991 2.277
H 3.016 -0.948 3.346
H 5.314 -0.388 2.611
H 5.629 1.365 0.847
H 3.609 2.567 0.014
H 0.955 -2.486 3.046
H 1.865 -2.032 1.596
H 0.889 -4.819 2.860
H 0.369 -6.853 1.534
H -0.421 -6.587 -0.825
H -0.686 -4.291 -1.728
O 3.573 0.265 -1.792
C 2.468 -0.234 -1.841
O 1.739 -0.490 -0.787
C 1.874 -0.599 -3.191
C 2.648 -0.563 -4.335
C 2.056 -0.906 -5.542
C 0.714 -1.256 -5.565
C 0.010 -1.257 -4.373
N 0.582 -0.940 -3.211
H 3.686 -0.271 -4.261
H 2.634 -0.899 -6.457
H 0.217 -1.519 -6.488
H -1.043 -1.514 -4.345
C -1.020 3.747 -1.454
C -0.486 4.103 -0.059
C -1.630 4.151 0.961
C 0.240 5.457 -0.102
C 0.481 3.075 0.356
C 1.274 2.246 0.705
H -1.709 4.523 -1.786
H -1.557 2.797 -1.425
H -0.209 3.674 -2.179
H -2.336 4.929 0.671
H -1.257 4.387 1.959
H -2.161 3.200 0.997
H -0.465 6.230 -0.409
H 1.063 5.441 -0.816
H 0.634 5.723 0.879
*
```

Results of the Löwdin charge analysis, in e, for atoms 1 through 5:
1. Pb 1.526
2. C -0.162
3. C -0.102
4. C -0.296
5. C 0.000

---

No. 3
This record from the Open Molecules 2025 dataset describes a molecular structure, C31H33N5O7PdSi. The level of theory is ωB97M-V with the def2-TZVPD basis set.

Output
<S²>: 6.076
E_HOMO (alpha / beta): -5.69 / -8.61 eV
Orbital gap (alpha / beta): 5.70 / 5.57 eV
Relative energy (zero: lowest compared OMol25 entry of this formula, charge and spin): 19.3 kJ/mol
Lowest unoccupied orbital energy (alpha / beta): 0.01 / -3.03 eV

```
! RIJCOSX wB97M-V def2-TZVPD def2/J DEFGRID3
* xyz 0 5
Pd -0.049 0.186 0.335
C 2.527 1.027 2.210
N 1.759 1.804 1.229
C 2.637 2.367 0.209
C 0.930 2.779 1.869
C 1.306 4.102 2.023
C 0.464 5.009 2.654
C -0.774 4.600 3.140
C -1.154 3.281 3.029
C -0.299 2.347 2.413
N -0.641 1.044 2.188
C -1.478 0.307 2.973
C -1.693 0.544 4.347
C -2.539 -0.267 5.070
C -3.188 -1.329 4.447
C -2.958 -1.598 3.105
C -2.095 -0.808 2.368
N -1.836 -1.085 0.968
C -3.009 -0.666 0.163
C -1.558 -2.527 0.765
H 3.229 1.662 2.765
H 1.849 0.554 2.921
H 3.083 0.251 1.689
H 3.179 1.542 -0.241
H 2.037 2.868 -0.550
H 3.373 3.076 0.605
H 2.255 4.437 1.634
H 0.767 6.043 2.750
H -1.448 5.318 3.586
H -2.138 2.971 3.346
H -1.150 1.339 4.836
H -2.687 -0.085 6.126
H -3.860 -1.961 5.012
H -3.453 -2.437 2.637
H -3.914 -1.163 0.529
H -3.130 0.414 0.229
H -2.847 -0.948 -0.872
H -2.470 -3.121 0.864
H -1.132 -2.686 -0.226
H -0.836 -2.856 1.512
O -0.895 3.031 -2.539
C -0.954 2.001 -1.903
O -0.648 1.934 -0.632
C -1.484 0.736 -2.546
C -2.687 0.819 -3.240
C -3.201 -0.350 -3.778
C -2.598 -1.578 -3.641
C -1.400 -1.678 -2.912
C -0.826 -0.476 -2.422
O 0.394 -0.466 -1.773
N -0.875 -2.935 -2.664
O 0.088 -3.061 -1.803
O -1.381 -3.937 -3.236
N -4.478 -0.280 -4.518
O -4.897 -1.298 -5.027
O -5.031 0.801 -4.579
H -3.186 1.767 -3.366
H -3.032 -2.476 -4.050
C 1.720 -2.084 -3.997
Si 1.855 -0.960 -2.530
C 2.581 0.621 -3.223
C 2.834 -1.533 -1.042
C 4.183 -1.205 -0.895
C 4.909 -1.628 0.212
C 4.294 -2.388 1.196
C 2.953 -2.726 1.069
C 2.232 -2.304 -0.039
H 2.658 -2.014 -4.556
H 0.929 -1.733 -4.665
H 1.525 -3.119 -3.735
H 3.530 0.426 -3.728
H 2.747 1.390 -2.476
H 1.900 1.034 -3.972
H 4.680 -0.607 -1.651
H 5.957 -1.369 0.301
H 4.861 -2.724 2.055
H 2.474 -3.335 1.827
H 1.208 -2.634 -0.181
*
```

Results of the Löwdin charge analysis, in e, for atoms 1 through 5:
1. Pd 1.149
2. C -0.046
3. N -0.225
4. C -0.069
5. C -0.193

---

No. 4
This record from the Open Molecules 2025 dataset describes a molecular structure, C31H34GaGeN2O3. The level of theory is ωB97M-V with the def2-TZVPD basis set.

Output
<S²>: 0.752
E_HOMO (alpha / beta): -13.59 / -14.20 eV
Orbital gap (alpha / beta): 8.02 / 7.19 eV
Relative energy (zero: lowest compared OMol25 entry of this formula, charge and spin): 40.3 kJ/mol
Lowest unoccupied orbital energy (alpha / beta): -5.57 / -7.01 eV

```
! RIJCOSX wB97M-V def2-TZVPD def2/J DEFGRID3
* xyz 2 2
Ga 0.550 -0.526 0.290
O -1.059 -0.180 1.558
C -0.974 -0.159 3.006
C -0.659 1.238 3.499
C 0.525 1.845 2.730
C 1.729 0.956 2.802
C 2.749 1.160 3.719
C 3.839 0.308 3.743
C 3.886 -0.755 2.851
C 2.847 -0.910 1.966
N 1.789 -0.076 1.929
H -1.846 0.319 1.255
H -0.180 -0.860 3.250
H -1.899 -0.546 3.431
H -0.447 1.162 4.568
H -1.515 1.906 3.389
H 0.744 2.841 3.110
H 0.257 1.969 1.676
H 2.680 1.994 4.404
H 4.644 0.471 4.447
H 4.713 -1.451 2.842
H 2.843 -1.725 1.251
O 0.235 1.488 -2.707
C -0.315 0.828 -1.932
N -0.895 0.129 -1.106
C -4.831 1.650 2.338
C -5.106 0.313 2.080
C -4.510 -0.324 0.999
C -3.628 0.372 0.168
C -3.366 1.724 0.433
C -3.965 2.359 1.514
Ge -2.813 -0.527 -1.324
C -2.649 -2.420 -1.150
C -2.183 -3.014 0.030
C -2.112 -4.392 0.147
C -2.512 -5.200 -0.912
C -2.991 -4.626 -2.080
C -3.066 -3.245 -2.197
C -3.149 0.188 -3.054
C -2.495 -0.354 -4.168
C -2.564 0.280 -5.399
C -3.277 1.466 -5.530
C -3.938 2.007 -4.437
C -3.872 1.375 -3.204
H -5.307 2.146 3.174
H -5.792 -0.231 2.715
H -4.736 -1.366 0.804
H -2.708 2.292 -0.218
H -3.777 3.409 1.698
H -1.887 -2.399 0.871
H -1.767 -4.844 1.068
H -2.457 -6.276 -0.822
H -3.316 -5.255 -2.898
H -3.462 -2.814 -3.109
H -1.935 -1.279 -4.081
H -2.063 -0.148 -6.257
H -3.319 1.966 -6.488
H -4.504 2.923 -4.546
H -4.408 1.797 -2.361
C 4.183 0.079 -1.764
C 3.903 1.576 -1.594
C 2.666 1.629 -0.702
O 2.101 0.262 -0.751
C 2.793 -0.502 -1.802
H 4.741 -0.317 -0.914
H 4.733 -0.140 -2.677
H 3.687 2.027 -2.562
H 4.737 2.112 -1.147
H 1.917 2.330 -1.054
H 2.898 1.830 0.344
H 2.296 -0.305 -2.753
H 2.708 -1.559 -1.557
*
```

Results of the Löwdin charge analysis, in e, for atoms 1 through 5:
1. Ga 0.740
2. O -0.180
3. C -0.161
4. C -0.126
5. C -0.112

---

No. 5
This record from the Open Molecules 2025 dataset describes a molecular structure, C31H34Li2O15S at a distorted geometry. The level of theory is ωB97M-V with the def2-TZVPD basis set.

Output
E_HOMO: -7.55 eV
Orbital gap: 6.30 eV
Relative energy (zero: lowest compared OMol25 entry of this formula, charge and spin): 76.2 kJ/mol
Lowest unoccupied orbital energy: -1.26 eV

```
! RIJCOSX wB97M-V def2-TZVPD def2/J DEFGRID3
* xyz 0 1
Li 2.112 1.134 2.114
Li -1.750 -3.125 0.700
S 0.082 -0.726 0.286
O 0.791 0.066 1.352
O -0.323 -1.957 0.943
O -1.080 -0.009 -0.143
O 1.015 -0.939 -0.803
C -4.389 -0.993 0.795
O -3.100 -1.478 0.464
H -4.640 -1.782 1.547
H -5.031 -1.031 -0.051
H -4.141 -0.068 1.387
H -2.703 -0.531 0.144
C 3.340 2.679 -3.020
C 3.013 1.702 -2.066
C 3.877 0.605 -1.900
C 5.033 0.521 -2.657
C 5.401 1.474 -3.589
C 4.536 2.621 -3.763
O 4.938 3.605 -4.576
O 3.436 -0.538 -1.202
H 2.696 3.465 -3.288
H 2.070 1.990 -1.508
H 5.630 -0.560 -2.566
H 6.400 1.355 -4.007
H 4.389 4.206 -4.946
H 2.528 -0.588 -0.961
C 0.260 0.117 -4.080
C -0.201 0.940 -5.211
C -0.513 0.239 -6.354
C -0.474 -1.208 -6.286
C -0.180 -1.934 -5.254
C 0.266 -1.225 -4.112
O 0.572 -2.034 -3.022
O -0.843 0.870 -7.482
H 0.534 0.599 -3.095
H -0.153 2.062 -5.297
H -0.895 -1.784 -7.163
H -0.210 -3.102 -5.316
H 0.847 -1.684 -2.244
H -0.345 1.551 -7.761
C -0.529 2.026 6.574
C -0.476 2.307 5.259
C -0.562 1.289 4.260
C -0.499 -0.065 4.771
C -0.457 -0.450 6.150
C -0.495 0.653 7.047
O -0.460 0.508 8.373
O -0.759 1.353 2.952
H -0.642 2.910 7.275
H -0.608 3.234 5.135
H -0.682 -1.090 4.195
H -0.526 -1.504 6.590
H -0.676 1.088 8.989
H -0.088 0.658 2.571
C -5.021 3.373 -2.575
C -4.245 3.148 -1.431
C -3.275 2.131 -1.425
C -3.080 1.335 -2.590
C -3.731 1.661 -3.715
C -4.704 2.592 -3.710
O -5.390 2.850 -4.971
O -2.502 1.935 -0.315
H -5.537 4.271 -2.503
H -4.248 3.985 -0.533
H -2.372 0.596 -2.486
H -3.581 1.051 -4.566
H -4.860 2.632 -5.698
H -1.968 1.147 -0.300
C 2.010 -4.303 5.620
C 0.825 -4.098 4.900
C 0.900 -3.369 3.644
C 2.102 -2.970 3.171
C 3.273 -3.062 3.817
C 3.190 -3.740 5.079
O 4.434 -3.775 5.838
O -0.299 -3.287 3.006
H 1.928 -4.763 6.518
H -0.011 -4.451 5.306
H 1.878 -2.474 2.340
H 4.153 -2.326 3.493
H 5.008 -4.605 5.793
H -0.212 -2.922 2.143
*
```

Results of the Löwdin charge analysis, in e, for atoms 1 through 5:
1. Li 0.829
2. Li 0.806
3. S 0.394
4. O -0.440
5. O -0.389

---

No. 6
This record from the Open Molecules 2025 dataset describes a molecular structure, C31H34MgN3O5PS at a distorted geometry. The level of theory is ωB97M-V with the def2-TZVPD basis set.

Output
E_HOMO: -7.53 eV
Orbital gap: 7.79 eV
Relative energy (zero: lowest compared OMol25 entry of this formula, charge and spin): 48.2 kJ/mol
Lowest unoccupied orbital energy: 0.26 eV

```
! RIJCOSX wB97M-V def2-TZVPD def2/J DEFGRID3
* xyz 0 1
Mg 13.383 8.292 11.956
C 16.738 7.360 14.854
C 15.757 7.485 13.738
N 15.196 8.568 13.383
O 15.606 9.650 14.216
C 15.192 6.277 13.002
C 15.252 4.918 13.656
N 14.593 6.538 11.900
O 14.034 5.531 11.179
H 17.557 8.063 14.681
H 17.116 6.379 14.871
H 16.220 7.578 15.777
H 15.047 10.357 13.862
H 15.243 4.206 12.858
H 14.336 4.907 14.271
H 16.085 4.704 14.323
O 11.790 7.012 11.364
S 11.271 6.906 12.762
O 11.050 5.580 13.197
O 12.148 7.736 13.594
C 9.687 7.789 12.884
C 8.595 7.129 13.415
C 7.376 7.778 13.383
C 7.288 9.035 12.826
C 8.382 9.715 12.287
C 9.624 9.061 12.320
P 11.131 9.922 11.723
C 11.308 11.263 13.027
C 12.525 11.970 12.950
C 12.789 13.050 13.846
C 11.941 13.280 14.901
C 10.805 12.512 15.044
C 10.442 11.562 14.093
C 10.521 10.692 10.164
C 9.915 9.924 9.125
C 9.485 10.465 7.918
C 9.703 11.787 7.645
C 10.421 12.532 8.581
C 10.775 11.978 9.808
H 8.711 6.141 13.721
H 6.460 7.315 13.732
H 6.324 9.543 12.884
H 8.349 10.737 11.850
H 13.161 11.703 12.172
H 13.624 13.677 13.746
H 12.191 14.012 15.610
H 10.146 12.663 15.865
H 9.506 11.022 14.251
H 9.717 8.879 9.338
H 8.966 9.788 7.257
H 9.431 12.243 6.678
H 10.734 13.576 8.418
H 11.288 12.676 10.486
C 14.707 6.365 8.579
N 13.352 6.597 9.157
C 12.399 5.544 8.741
C 12.771 7.914 8.682
C 13.642 9.136 8.973
C 14.023 9.897 7.864
C 14.436 11.192 8.093
C 14.640 11.683 9.401
C 14.528 10.803 10.415
C 13.980 9.520 10.295
H 14.925 5.304 8.618
H 15.391 6.994 9.226
H 14.744 6.611 7.521
H 13.557 6.017 10.486
H 12.367 5.418 7.665
H 11.451 5.852 9.174
H 12.666 4.571 9.139
H 11.837 8.010 9.196
H 12.590 7.879 7.620
H 13.997 9.551 6.862
H 14.669 11.870 7.304
H 14.795 12.763 9.526
H 14.831 11.109 11.460
*
```

Results of the Löwdin charge analysis, in e, for atoms 1 through 5:
1. Mg 0.536
2. C 0.008
3. C -0.240
4. N 0.033
5. O -0.017